A cluster of 6 separate species, C41H84ClFNO9PS2 in total in a non-equilibrium geometry. Source: the OMol25 dataset; level of theory: ωB97M-V/def2-TZVPD.

```
140
Properties=species:S:1:pos:R:3:forces:R:3
C -9.747022 -2.529697 -0.612843 0.119 -0.637 0.336
C -8.751255 -2.382636 -1.259931 0.315 0.466 0.025
C -7.531971 -2.255682 -2.056725 0.079 -0.762 -0.487
C -7.721794 -1.344805 -3.288074 0.130 0.802 1.028
F -9.033224 -1.451748 -3.666622 0.184 -0.096 -0.483
C -7.446395 0.164755 -3.002242 -0.307 -0.636 0.439
N -7.580567 0.378637 -1.518315 -0.641 0.577 -0.925
C -7.836553 1.516212 -1.182818 1.437 -0.101 0.655
S -7.741255 2.998897 -0.684179 -0.626 -0.041 -0.063
C -6.083265 0.684191 -3.499017 -0.860 -0.665 0.228
P -6.115975 1.740462 -5.059592 1.211 0.411 -0.530
O -6.176093 3.250877 -4.384999 -0.744 -0.680 -0.267
Cl -7.992695 1.543248 -5.896294 0.013 0.134 0.541
C -5.020033 -0.434089 -3.606334 0.711 1.721 -0.126
C -3.644808 0.203173 -3.900202 0.542 -0.447 0.543
C -2.541739 -0.261060 -2.920154 0.146 0.394 -0.868
C -1.760486 -1.473412 -3.424483 0.479 -0.063 0.643
C -0.845322 -2.002839 -2.303932 0.034 -0.075 -0.385
C 0.370280 -2.785379 -2.821120 -0.615 -0.843 0.098
C 0.841375 -3.883998 -1.838777 0.545 0.200 0.173
C 2.332383 -3.767109 -1.495881 0.075 -0.473 -0.118
C 2.840586 -4.946438 -0.652174 -0.782 0.249 0.082
C 2.294191 -4.890840 0.796723 0.821 -0.808 0.134
C 3.403594 -5.160678 1.867326 -0.909 0.678 -0.025
C 3.553202 -3.904481 2.743036 0.491 -0.713 0.099
C 4.606980 -4.065232 3.872578 -0.665 0.573 -0.853
C 5.293639 -2.723652 4.202877 0.039 -0.557 0.727
C 4.642420 -1.958251 5.361539 -0.266 0.233 -0.539
C 3.247092 -1.398903 5.024836 0.351 -0.046 0.818
C 2.748592 -0.523394 6.201008 0.038 0.329 -0.368
C 2.135801 0.821428 5.785500 -0.464 0.012 -0.274
C 1.121148 0.740750 4.611199 -0.024 0.174 0.403
O -5.283580 -1.353889 -4.682253 -1.066 -0.039 0.892
S -6.764462 -1.965972 -4.737007 -0.254 -1.806 -2.087
O -7.391069 -1.522721 -5.937204 -0.035 1.191 0.250
O -6.658406 -3.388969 -4.670714 0.413 -0.067 1.117
H -10.512449 -2.932930 0.010449 -0.202 0.372 -0.127
H -6.673543 -1.961046 -1.452417 -0.134 0.185 0.002
H -7.318369 -3.265934 -2.427277 0.060 0.150 -0.039
H -8.290250 0.691503 -3.452424 0.223 -0.073 -0.246
H -5.697363 1.345983 -2.715573 -0.054 0.145 -0.255
H -7.097298 3.462139 -4.165828 0.180 0.290 0.245
H -4.952558 -0.917246 -2.624520 -0.183 -0.463 -0.298
H -3.331739 -0.061515 -4.913009 -0.181 0.111 -0.003
H -3.685196 1.294986 -3.850141 -0.273 -0.078 -0.061
H -2.950404 -0.406282 -1.913037 0.024 -0.149 -0.081
H -1.812785 0.552295 -2.847345 -0.153 -0.048 0.219
H -2.412416 -2.273423 -3.794717 0.039 0.049 0.066
H -1.101702 -1.185200 -4.253356 -0.332 0.169 -0.091
H -0.477987 -1.164628 -1.698640 -0.209 -0.075 0.085
H -1.455158 -2.652038 -1.666555 0.171 0.112 0.135
H 0.067055 -3.301199 -3.741192 0.097 0.203 -0.041
H 1.199930 -2.123672 -3.085772 -0.096 0.051 0.085
H 0.670638 -4.878949 -2.266126 -0.032 0.105 -0.013
H 0.265953 -3.858666 -0.906057 -0.025 0.106 -0.117
H 2.517218 -2.831322 -0.955826 0.024 0.026 -0.185
H 2.893903 -3.743917 -2.439238 -0.009 0.143 0.098
H 2.485966 -5.871469 -1.122241 0.251 0.011 -0.037
H 3.933185 -4.974510 -0.650346 -0.069 0.072 0.021
H 1.824555 -3.920134 0.981366 0.073 -0.050 0.019
H 1.533160 -5.660138 0.956100 -0.164 0.230 -0.255
H 4.352217 -5.392724 1.375390 -0.022 0.001 0.110
H 3.115672 -6.027975 2.470388 0.175 0.088 0.061
H 2.579225 -3.654607 3.172023 0.034 0.085 -0.125
H 3.841102 -3.095900 2.060615 -0.047 0.083 0.194
H 5.319190 -4.818781 3.523637 0.134 0.134 0.220
H 4.084231 -4.460476 4.750047 0.286 -0.063 0.052
H 5.286451 -2.068552 3.325966 0.133 -0.123 -0.020
H 6.337721 -2.925861 4.468095 -0.052 0.140 -0.074
H 4.550785 -2.564096 6.270474 0.220 -0.078 -0.123
H 5.288688 -1.103694 5.597933 -0.076 -0.072 0.113
H 2.532407 -2.217018 4.897721 0.135 0.036 -0.284
H 3.308177 -0.841036 4.084663 -0.097 0.027 0.093
H 2.016606 -1.082708 6.793033 0.043 0.016 -0.073
H 3.587424 -0.309225 6.872232 -0.075 -0.062 -0.009
H 2.901463 1.564387 5.523295 0.063 -0.403 0.192
H 1.601401 1.222481 6.652660 0.212 0.112 -0.031
H 1.370800 1.481372 3.848164 -0.113 -0.131 -0.053
H 0.117886 0.971476 4.979061 0.016 -0.046 -0.164
H 1.073381 -0.240244 4.135116 0.108 0.063 0.034
C 0.110264 4.748035 -1.967398 0.125 0.009 -0.154
C -1.007658 3.791975 -2.353138 0.074 0.139 0.576
C -2.254343 4.027686 -1.513781 -0.145 -0.089 -0.102
O -0.566491 2.442271 -2.194835 0.023 -0.088 -0.278
H 0.396426 4.602773 -0.921974 -0.098 0.027 0.028
H 0.998223 4.562411 -2.573040 -0.034 0.014 -0.035
H -0.193221 5.787207 -2.102617 0.005 -0.003 0.026
H -1.248963 3.917991 -3.409666 0.043 -0.161 -0.029
H -2.041719 3.860018 -0.454242 0.070 0.079 -0.004
H -3.045023 3.330772 -1.798136 -0.001 0.036 -0.048
H -2.627578 5.045396 -1.635720 -0.004 -0.007 0.022
H -0.346522 2.308588 -1.265604 0.024 0.013 0.002
C 3.684224 1.944344 -2.039631 0.044 0.135 0.116
C 3.698529 0.447936 -1.772260 -0.251 0.213 -0.554
C 4.103706 -0.330652 -3.014450 0.095 -0.195 0.056
O 2.408380 0.019218 -1.334698 0.006 -0.122 0.300
H 2.958010 2.189171 -2.821549 0.020 -0.097 -0.048
H 3.385927 2.491166 -1.143604 0.046 -0.025 0.023
H 4.667444 2.298124 -2.352727 -0.014 -0.009 0.050
H 4.392193 0.227712 -0.959523 -0.124 -0.063 0.088
H 3.391106 -0.156188 -3.826336 0.022 0.106 0.005
H 4.104253 -1.402646 -2.810743 0.032 0.018 0.033
H 5.098246 -0.039131 -3.356651 -0.019 0.016 -0.018
H 1.780576 0.206639 -2.042322 0.015 0.040 -0.015
C -10.094792 -2.661542 4.303706 0.035 -0.166 0.124
C -8.766321 -1.938409 4.139712 -0.425 0.149 -0.414
C -8.974296 -0.456497 3.864423 0.155 0.102 0.066
O -8.021727 -2.528104 3.076122 0.208 -0.083 0.179
H -10.688829 -2.585178 3.388367 -0.003 0.115 0.013
H -9.931066 -3.722769 4.494292 0.026 0.023 0.041
H -10.674784 -2.244448 5.128570 -0.023 0.001 -0.026
H -8.168291 -2.062684 5.043532 0.108 -0.073 -0.082
H -9.533805 -0.313407 2.935506 -0.080 -0.055 0.040
H -8.014740 0.047635 3.743566 0.005 -0.020 0.050
H -9.521537 0.025128 4.676557 -0.015 0.008 -0.025
H -8.535011 -2.428744 2.266379 0.027 0.014 -0.045
C 7.914743 5.353509 -3.850447 0.015 0.091 0.179
C 7.914614 3.855993 -3.584592 -0.202 0.184 -0.530
C 8.327317 3.072540 -4.821242 0.063 -0.178 0.065
O 6.616465 3.439820 -3.158388 0.106 -0.099 0.252
H 7.200755 5.603657 -4.640171 0.061 -0.061 -0.072
H 7.611630 5.900356 -2.956902 0.047 -0.025 0.017
H 8.903057 5.701885 -4.154019 -0.018 0.007 -0.023
H 8.597100 3.630385 -2.764292 -0.130 -0.062 0.090
H 7.626191 3.251486 -5.641266 0.030 0.107 -0.001
H 8.316920 2.001385 -4.616242 0.040 0.018 0.035
H 9.327682 3.354184 -5.153222 -0.018 0.004 -0.024
H 5.996391 3.631079 -3.870793 0.026 0.022 -0.019
C 5.979852 5.458478 5.320970 0.025 0.094 0.187
C 5.922586 3.959796 5.575580 -0.211 0.193 -0.565
C 6.347365 3.173726 4.344042 0.069 -0.188 0.072
O 4.600597 3.582623 5.957262 0.090 -0.109 0.292
H 5.298960 5.736805 4.511629 0.060 -0.064 -0.070
H 5.667208 6.009098 6.208896 0.044 -0.027 0.019
H 6.987963 5.776494 5.050324 -0.018 0.009 -0.023
H 6.571856 3.705825 6.414431 -0.131 -0.057 0.082
H 5.677422 3.382330 3.505005 0.032 0.105 0.002
H 6.295869 2.101522 4.538641 0.035 0.015 0.036
H 7.366065 3.425229 4.044599 -0.017 0.003 -0.027
H 4.008091 3.799505 5.229415 0.020 0.025 -0.011
```
Positions in Å, forces in eV/Å.

As for the SMILES: C#CC[C@@]1(F)[C@@H](N=C=S)[C@H](P(O)Cl)[C@H](CCCCCCCCCCCCCCCCCC)OS1(=O)=O.CC(C)O.CC(C)O.CC(C)O.CC(C)O.CC(C)O. The value obtained for the highest occupied orbital energy is -9.452 eV. For the energy, the calculation gives -109993.5583 eV. As for the gap between HOMO and LUMO: 9.27 eV.

Here are the Mulliken charges for atoms 1 to 6, given in e:
1. C -0.13
2. C -0.91
3. C -0.43
4. C 0.75
5. F -0.39
6. C -0.58